(1)
{
  "formula": "C2H10NS",
  "method": "the ωB97M-V functional and the def2-TZVPD basis",
  "elements": ["S", "N", "C", "C", "H", "H", "H", "H", "H", "H", "H", "H", "H", "H"],
  "coordinates": [[1.09835, -1.77251, 0.14176], [-1.76931, 1.62523, 1.14830], [-0.36397, -0.64211, -0.15421], [2.26083, -1.17859, -1.09661], [-2.31807, 1.85256, 1.93943], [-0.81879, 1.25621, 1.45450], [3.26851, -1.71785, -0.91894], [2.48366, -0.04031, -1.02075], [1.91051, -1.33829, -2.14549], [-1.02198, -0.76232, 0.73464], [-0.89389, -0.92025, -1.01525], [-0.04509, 0.40523, -0.25489], [-1.67433, 2.43463, 0.50354], [-2.11643, 0.79838, 0.68397]],
  "forces_ev_per_angstrom": [[-0.7, 0.8, 0.0], [2.5, -0.3, -0.6], [1.3, -0.2, 1.5], [1.6, 1.3, -0.7], [-0.9, 0.4, 1.2], [-1.1, 1.1, -0.2], [-1.8, 0.8, -0.3], [-0.4, -1.9, 0.2], [0.3, -0.2, 0.9], [0.5, -0.3, -0.5], [-0.8, -0.4, -1.3], [0.2, -0.3, 0.0], [0.0, -0.6, 0.4], [-0.8, -0.1, -0.6]],
  "mulliken_charge": [-0.03, -0.54, -0.97, -0.77, 0.35, 0.47, 0.30, 0.24, 0.28, 0.23, 0.45, 0.24, 0.36, 0.38],
  "e_tot_ha": -534.84507,
  "total_charge": 1,
  "max_force_ev_per_a": 2.59,
  "spin_multiplicity": 1,
  "homo_ev": -12.040
}

---

(2)
{
  "formula": "C3H6O2P",
  "method": "the ωB97M-V functional and the def2-TZVPD basis",
  "elements": ["P", "O", "O", "C", "C", "C", "H", "H", "H", "H", "H", "H"],
  "coordinates": [[-0.67156, -0.91235, -0.14067], [-1.19792, 0.69049, -0.64178], [-0.81690, -0.85136, 1.35306], [2.22907, -1.51135, -0.64085], [1.33901, -0.58469, -0.31440], [-1.81988, 1.56076, 0.27684], [-1.05854, 2.02864, 0.87014], [1.66314, 0.38709, 0.11419], [-2.39281, 1.06356, 1.06584], [-2.54044, 2.16004, -0.28824], [3.31355, -1.55102, -0.74912], [1.95329, -2.47980, -0.90501]],
  "forces_ev_per_angstrom": [[1.2, 1.0, -0.5], [0.1, -0.8, -0.4], [-0.2, -0.3, 0.9], [0.6, 0.4, -0.2], [-0.9, 0.6, 0.7], [-0.2, -1.3, 0.1], [0.3, 1.3, 0.0], [-0.1, -0.4, -0.5], [-0.2, -0.5, -0.2], [0.5, 0.6, 0.2], [0.2, 1.2, 0.6], [-1.4, -1.7, -0.7]],
  "mulliken_charge": [-0.01, -0.30, -0.63, -0.58, -0.28, -0.61, 0.22, 0.21, 0.26, 0.24, 0.24, 0.23],
  "e_tot_ha": -609.75369,
  "total_charge": -1,
  "smiles": "C=CP([O-])OC",
  "max_force_ev_per_a": 2.28,
  "spin_multiplicity": 1,
  "homo_ev": -2.777
}

---

(3)
{
  "formula": "C6H24F4Mn2N12O10P2",
  "method": "the ωB97M-V functional and the def2-TZVPD basis",
  "elements": ["Mn", "Mn", "P", "P", "F", "F", "F", "F", "O", "O", "O", "O", "O", "O", "O", "O", "O", "O", "N", "N", "N", "N", "N", "N", "N", "N", "N", "N", "N", "N", "C", "C", "C", "C", "C", "C", "H", "H", "H", "H", "H", "H", "H", "H", "H", "H", "H", "H", "H", "H", "H", "H", "H", "H", "H", "H", "H", "H", "H", "H"],
  "coordinates": [[2.52923, 3.20674, -0.27842], [1.45131, -1.84531, 2.90215], [1.03277, -0.04852, -0.22035], [2.98629, 1.42756, 3.03501], [4.52081, 1.40360, 3.75731], [-0.62855, 0.25557, -0.36344], [1.17172, -1.17735, -1.43665], [2.19212, 2.47963, 4.05309], [-4.87602, -0.20974, 0.91362], [1.17663, -0.90978, 1.07632], [0.91082, -3.55692, 1.71684], [-0.47923, -1.14932, 3.44767], [-1.21696, -4.08772, -4.05661], [0.45869, 3.55296, -0.48482], [2.91333, 2.16391, 1.65541], [2.56997, 2.92771, -2.58534], [2.34420, 0.06389, 3.30263], [1.80490, 1.22219, -0.43241], [-0.91437, 4.14424, 1.15067], [0.31955, -2.76277, -3.25115], [3.56750, 2.69919, -4.56164], [-1.60628, -2.66674, -2.33988], [-1.62222, 3.71419, -0.84793], [-2.91788, -1.11979, 0.53251], [0.83675, -4.15625, -0.44334], [1.40346, 2.27678, -4.36203], [0.85879, -5.71800, 1.01481], [-0.61151, 0.24328, 5.00179], [-2.18222, 0.42959, 3.49528], [-3.22084, 1.01685, 0.20631], [2.54560, 2.65352, -3.75905], [-0.62920, 3.67572, -0.04759], [0.80875, -4.40610, 0.80922], [-3.70612, -0.10068, 0.65701], [-1.08417, -0.16242, 3.91461], [-0.94281, -3.17023, -3.31404], [1.05994, -5.96682, 1.97279], [3.60952, 2.51078, -5.55303], [1.01451, -3.40430, -3.60552], [-2.03763, -0.81308, 0.14370], [-1.05531, -1.94457, -1.89828], [0.65842, 2.23367, -3.68148], [-0.21882, 4.38627, 1.84186], [-1.82997, 4.44164, 1.45618], [-2.51794, -2.90050, -1.97338], [-1.12884, 0.92244, 5.54143], [-2.33594, 1.39489, 3.74957], [1.21722, 2.42098, -5.34418], [-3.88325, 1.77425, 0.11885], [0.25746, -0.12124, 5.36527], [-3.44023, -1.95363, 0.30455], [-1.51294, 3.10630, -1.64707], [0.60910, -2.03232, -2.61656], [4.46914, 2.84245, -4.12964], [1.12816, -6.30965, 0.24183], [0.92711, -3.18562, -0.70754], [-2.53327, 0.04710, 2.62893], [-2.30883, 0.96810, -0.22492], [-2.54771, 4.05578, -0.63140], [0.63524, -4.78261, -1.20961]],
  "forces_ev_per_angstrom": [[-1.1, -1.7, -0.5], [-1.4, 0.5, -1.0], [-0.3, -2.0, 3.0], [-0.1, 1.6, 1.3], [-3.8, 0.3, -2.2], [3.5, -0.4, -0.4], [0.2, 3.2, 2.6], [1.7, -2.0, -1.8], [-1.8, -0.1, 1.4], [-0.4, 2.9, -4.6], [0.0, 0.6, 1.1], [0.2, -1.5, -2.3], [-1.3, -0.3, -0.5], [6.9, -1.7, -1.4], [0.9, -1.4, 3.0], [0.6, 0.8, 4.3], [1.5, 1.9, -0.5], [-1.6, -2.9, -0.7], [0.1, 0.6, 3.5], [3.6, 1.2, -0.6], [3.5, 0.4, -0.7], [-3.0, 3.0, 3.9], [-3.9, -1.5, -3.7], [2.8, -2.7, 0.4], [-0.3, 3.3, -4.1], [-1.3, -0.2, 0.8], [-0.2, -1.0, 1.9], [1.8, 3.2, 5.6], [-0.9, -0.1, -1.8], [2.0, 3.9, -0.5], [-1.6, -0.5, -2.9], [-2.6, 3.5, 3.0], [1.4, -1.7, 1.7], [-4.2, -0.1, -0.9], [0.4, -2.2, -1.3], [1.5, -4.1, -2.5], [-0.1, -0.6, -0.3], [-0.5, -0.2, 0.3], [-0.2, 0.4, -0.4], [-0.1, -1.7, -0.1], [-1.1, -0.1, 0.6], [-0.4, 0.1, -0.7], [0.3, -0.2, -0.4], [0.0, -0.4, -0.5], [0.2, 0.0, -0.7], [0.4, -0.1, 0.3], [-0.3, -0.3, -0.2], [0.0, -0.2, 0.3], [0.4, -0.1, -0.1], [-0.3, 0.2, 0.0], [0.7, -0.3, 0.1], [-0.4, 0.5, -0.3], [-0.1, -0.9, -1.2], [-0.1, 0.2, -0.2], [-0.1, -0.2, 0.5], [-0.1, -0.3, -0.1], [-0.4, 0.4, 0.1], [-0.7, 1.0, -0.1], [0.2, -0.3, 0.1], [0.0, -0.1, 0.4]],
  "mulliken_charge": [1.34, 1.06, -0.26, 0.41, -0.25, -0.38, -0.44, -0.29, -0.67, 0.00, -0.49, -0.70, -0.64, -0.49, -0.34, -0.44, -0.15, 0.21, -0.43, -0.50, -0.41, -0.11, -0.36, -0.26, -0.18, -0.40, -0.44, -0.32, -0.34, -0.15, 0.54, 0.69, 0.62, 0.12, 0.85, 0.64, 0.26, 0.19, 0.23, 0.38, -0.01, 0.18, 0.19, 0.18, 0.12, 0.17, 0.22, 0.24, 0.15, 0.19, 0.23, 0.22, 0.38, 0.23, 0.20, -0.01, 0.22, 0.37, 0.21, 0.21],
  "e_tot_ha": -5036.70834,
  "total_charge": 2,
  "max_force_ev_per_a": 7.21,
  "spin_multiplicity": 11,
  "homo_ev": [-13.787, -13.787]
}